No. 1
{
  "formula": "C10H16O",
  "method": "ωB97M-V/def2-TZVPD",
  "lumo_ev": 0.88,
  "spin_multiplicity": 1,
  "total_charge": 0,
  "smiles": "CCc1ccc(O)cc1.CC",
  "species": ["C", "C", "H", "H", "H", "H", "H", "H", "C", "C", "C", "C", "C", "C", "C", "C", "O", "H", "H", "H", "H", "H", "H", "H", "H", "H", "H"],
  "positions_angstrom": [[3.738, 1.771, -1.361], [3.541, 0.272, -1.139], [3.975, 1.926, -2.409], [2.875, 2.355, -1.068], [4.597, 2.161, -0.810], [3.745, -0.125, -0.142], [4.214, -0.256, -1.825], [2.545, -0.088, -1.405], [-0.221, 0.998, 0.257], [-0.973, 2.328, 0.227], [-1.132, -0.189, 0.480], [-1.303, -1.124, -0.533], [-1.733, -0.423, 1.709], [-2.086, -2.250, -0.325], [-2.424, -1.601, 1.962], [-2.599, -2.508, 0.933], [-3.300, -3.654, 1.218], [0.265, 0.846, -0.714], [0.584, 1.031, 0.986], [-1.839, 2.313, -0.420], [-0.835, -0.955, -1.501], [-1.671, 0.351, 2.466], [-2.345, -2.910, -1.147], [-2.909, -1.728, 2.924], [-3.145, -4.307, 0.516], [-0.320, 3.139, -0.121], [-1.244, 2.625, 1.240]],
  "atomic_forces_ev_per_a": [[0.3, -0.3, 0.3], [0.3, -0.6, -0.5], [-0.3, 0.3, -0.2], [-0.2, 0.2, 0.0], [0.0, -0.1, 0.1], [0.0, 0.4, 0.1], [0.0, -0.1, 0.2], [-0.1, 0.3, 0.0], [-0.4, 0.0, -0.8], [0.8, 0.5, 0.3], [0.8, -0.1, -0.1], [-0.2, 0.1, 0.0], [-0.2, -0.1, 0.0], [0.0, -0.1, -0.2], [-0.2, 0.9, 0.1], [-0.1, -0.4, 0.2], [0.1, -0.2, -0.4], [0.0, 0.1, 0.1], [0.0, 0.0, 0.2], [-0.3, -0.1, 0.0], [-0.1, 0.0, 0.1], [0.1, -0.2, 0.2], [0.2, -0.1, 0.0], [0.1, -0.3, -0.1], [-0.1, 0.4, 0.3], [0.0, -0.2, -0.1], [-0.4, -0.1, 0.0]]
}

No. 2
{
  "formula": "C10H16O",
  "method": "ωB97M-V/def2-TZVPD",
  "lumo_ev": 0.88,
  "spin_multiplicity": 1,
  "total_charge": 0,
  "smiles": "Cc1ccc(O)cc1.CCC",
  "species": ["C", "C", "C", "C", "C", "C", "C", "O", "H", "H", "H", "H", "H", "H", "H", "H", "C", "C", "C", "H", "H", "H", "H", "H", "H", "H", "H"],
  "positions_angstrom": [[2.361, 1.021, -1.285], [-0.867, 2.025, 0.245], [0.476, 2.048, -0.113], [-1.713, 1.036, -0.310], [0.869, 1.128, -1.084], [-1.368, 0.237, -1.361], [-0.006, 0.248, -1.738], [-3.068, 1.242, -0.172], [-1.261, 2.682, 1.044], [1.270, 2.494, 0.484], [-3.273, 1.958, 0.438], [-1.888, -0.437, -2.028], [2.874, 1.999, -1.240], [2.751, 0.417, -2.123], [0.339, -0.441, -2.491], [2.921, 0.722, -0.302], [1.043, -2.105, 1.904], [-0.373, -2.215, 1.157], [1.929, -3.283, 1.774], [1.507, -1.138, 1.706], [0.753, -1.958, 2.970], [-0.534, -3.156, 0.676], [-0.256, -1.320, 0.460], [2.740, -3.136, 2.563], [1.546, -4.303, 1.834], [-1.145, -1.786, 1.754], [2.441, -3.199, 0.793]],
  "atomic_forces_ev_per_a": [[2.1, 0.3, 1.9], [0.4, -0.6, 0.8], [-0.9, -1.5, 0.3], [-1.8, 2.9, -0.8], [1.5, -0.8, -0.6], [3.1, -0.9, -1.3], [-0.4, 1.2, 1.4], [-0.7, -0.7, 0.5], [0.2, -0.4, -0.6], [-0.5, 0.6, -0.3], [0.3, -0.1, 0.0], [-1.2, 0.2, 0.8], [-0.6, 0.1, -1.1], [-0.4, 0.3, 0.4], [0.2, 0.0, -0.1], [-1.3, -0.6, -1.5], [-3.5, 0.2, 1.7], [3.0, 3.5, -0.7], [2.9, 0.4, -0.1], [0.3, -0.3, -0.6], [0.3, -0.4, -0.3], [-0.4, -0.4, -0.2], [-0.5, -1.8, -0.2], [-0.8, -0.6, -1.0], [-0.5, 0.3, 0.3], [-0.9, -0.7, 0.8], [-0.1, -0.3, 0.4]]
}

No. 3
{
  "formula": "C10H16O",
  "method": "ωB97M-V/def2-TZVPD",
  "s2": 0.76,
  "lumo_ev": [-3.74, -7.87],
  "spin_multiplicity": 2,
  "total_charge": 1,
  "species": ["C", "C", "C", "C", "C", "C", "C", "C", "O", "H", "H", "H", "H", "H", "H", "H", "H", "H", "H", "C", "C", "H", "H", "H", "H", "H", "H"],
  "positions_angstrom": [[-0.740, -1.930, 0.161], [-0.594, -2.129, -1.373], [0.261, -1.159, 0.858], [0.575, -1.329, 2.169], [0.926, -0.067, 0.252], [1.451, -0.474, 2.896], [1.827, 0.738, 0.851], [2.113, 0.514, 2.267], [3.291, 1.109, 2.751], [-1.658, -1.197, 0.295], [-0.985, -2.894, 0.676], [0.422, -2.106, -1.900], [0.067, -2.129, 2.751], [0.761, 0.151, -0.827], [1.526, -0.682, 3.945], [2.450, 1.394, 0.136], [3.174, 1.211, 3.698], [-1.068, -1.311, -2.072], [-0.933, -3.192, -1.687], [-2.035, 2.543, -1.996], [-1.251, 1.301, -1.875], [-2.582, 2.869, -1.195], [-1.381, 3.439, -2.239], [-2.698, 2.366, -2.903], [-1.401, 0.637, -2.857], [-0.113, 1.469, -1.910], [-1.405, 0.856, -0.871]],
  "atomic_forces_ev_per_a": [[-1.9, 0.1, -0.9], [0.3, -0.4, -3.2], [0.6, 1.1, -1.2], [0.7, -0.1, 4.5], [0.1, 0.9, -2.5], [-3.1, -3.2, 0.5], [1.4, 0.4, -0.6], [4.4, 2.6, -2.4], [-3.5, -0.7, -1.2], [1.1, -1.4, -0.1], [0.2, 1.0, -0.3], [-0.6, -0.1, 1.7], [0.5, 0.6, -0.5], [0.1, -0.6, 1.0], [0.4, 0.0, 0.4], [-1.0, -0.7, 1.9], [0.5, -0.1, 0.7], [0.1, -1.8, 1.8], [0.0, 2.0, 0.6], [0.8, 1.6, -4.4], [2.6, -1.8, -1.1], [-1.6, 0.3, 2.2], [-0.7, -1.0, 0.0], [0.4, 0.9, 1.3], [0.0, 0.9, 2.7], [-1.6, 0.1, 0.0], [-0.2, -0.6, -0.9]]
}

No. 4
{
  "formula": "C10H16O",
  "method": "ωB97M-V/def2-TZVPD",
  "s2": 0.77,
  "lumo_ev": [-3.71, -7.43],
  "spin_multiplicity": 2,
  "total_charge": 1,
  "species": ["C", "C", "H", "H", "H", "H", "H", "H", "C", "C", "C", "C", "C", "C", "C", "C", "O", "H", "H", "H", "H", "H", "H", "H", "H", "H", "H"],
  "positions_angstrom": [[2.801, 0.488, 2.223], [2.751, -0.423, 1.009], [2.604, 0.043, 3.197], [3.757, 0.993, 2.228], [2.077, 1.305, 2.111], [3.484, -1.224, 1.026], [2.967, 0.135, 0.093], [1.753, -0.785, 0.764], [-0.175, -0.523, -2.759], [-1.543, -0.676, -3.473], [-0.400, -0.228, -1.309], [-0.664, -1.261, -0.365], [-0.330, 1.128, -0.875], [-0.874, -0.923, 0.928], [-0.591, 1.463, 0.418], [-0.850, 0.439, 1.358], [-1.138, 0.767, 2.589], [0.349, -1.471, -2.722], [0.429, 0.222, -3.254], [-2.350, -0.787, -2.778], [-0.731, -2.269, -0.747], [-0.078, 1.934, -1.546], [-0.958, -1.717, 1.659], [-0.634, 2.497, 0.731], [-0.871, 0.101, 3.244], [-1.629, -1.688, -3.867], [-1.721, 0.074, -4.220]],
  "atomic_forces_ev_per_a": [[-0.4, 0.7, -0.4], [-0.2, 0.3, -0.7], [0.2, -0.3, -0.1], [0.3, 0.0, 0.4], [0.0, -0.1, 0.0], [-0.2, -0.3, 0.2], [0.4, 0.3, 0.2], [0.0, -0.5, 0.5], [-0.5, -0.5, 0.9], [0.3, -1.5, 0.3], [0.4, 1.0, -0.7], [-0.3, 0.7, -0.7], [-0.2, 0.0, 0.6], [0.5, -0.7, 0.4], [-0.3, 0.4, -0.1], [-0.3, -0.6, -0.4], [0.6, 0.5, 0.3], [0.2, -0.2, -0.6], [0.2, 0.2, 0.1], [-0.7, 0.9, 0.7], [0.1, -0.2, 0.3], [0.0, -0.2, -0.4], [-0.3, 0.1, 0.2], [0.1, 0.0, 0.1], [-0.4, -0.2, -0.1], [0.5, 0.2, -0.8], [-0.2, 0.2, -0.2]]
}

Repeat the second record exactly.
{
  "formula": "C10H16O",
  "method": "ωB97M-V/def2-TZVPD",
  "lumo_ev": 0.88,
  "spin_multiplicity": 1,
  "total_charge": 0,
  "smiles": "Cc1ccc(O)cc1.CCC",
  "species": ["C", "C", "C", "C", "C", "C", "C", "O", "H", "H", "H", "H", "H", "H", "H", "H", "C", "C", "C", "H", "H", "H", "H", "H", "H", "H", "H"],
  "positions_angstrom": [[2.361, 1.021, -1.285], [-0.867, 2.025, 0.245], [0.476, 2.048, -0.113], [-1.713, 1.036, -0.310], [0.869, 1.128, -1.084], [-1.368, 0.237, -1.361], [-0.006, 0.248, -1.738], [-3.068, 1.242, -0.172], [-1.261, 2.682, 1.044], [1.270, 2.494, 0.484], [-3.273, 1.958, 0.438], [-1.888, -0.437, -2.028], [2.874, 1.999, -1.240], [2.751, 0.417, -2.123], [0.339, -0.441, -2.491], [2.921, 0.722, -0.302], [1.043, -2.105, 1.904], [-0.373, -2.215, 1.157], [1.929, -3.283, 1.774], [1.507, -1.138, 1.706], [0.753, -1.958, 2.970], [-0.534, -3.156, 0.676], [-0.256, -1.320, 0.460], [2.740, -3.136, 2.563], [1.546, -4.303, 1.834], [-1.145, -1.786, 1.754], [2.441, -3.199, 0.793]],
  "atomic_forces_ev_per_a": [[2.1, 0.3, 1.9], [0.4, -0.6, 0.8], [-0.9, -1.5, 0.3], [-1.8, 2.9, -0.8], [1.5, -0.8, -0.6], [3.1, -0.9, -1.3], [-0.4, 1.2, 1.4], [-0.7, -0.7, 0.5], [0.2, -0.4, -0.6], [-0.5, 0.6, -0.3], [0.3, -0.1, 0.0], [-1.2, 0.2, 0.8], [-0.6, 0.1, -1.1], [-0.4, 0.3, 0.4], [0.2, 0.0, -0.1], [-1.3, -0.6, -1.5], [-3.5, 0.2, 1.7], [3.0, 3.5, -0.7], [2.9, 0.4, -0.1], [0.3, -0.3, -0.6], [0.3, -0.4, -0.3], [-0.4, -0.4, -0.2], [-0.5, -1.8, -0.2], [-0.8, -0.6, -1.0], [-0.5, 0.3, 0.3], [-0.9, -0.7, 0.8], [-0.1, -0.3, 0.4]]
}